Entry 1:
{
  "formula": "C33H58F6NO15P",
  "method": "ωB97M-V with the def2-TZVPD basis set",
  "e_tot_ev": -92963.8664,
  "charge": -2,
  "spin_multiplicity": 1,
  "gap_ev": 2.58,
  "homo_energy_ev": 1.138,
  "species": ["C", "C", "C", "C", "C", "C", "N", "O", "C", "C", "C", "H", "H", "H", "H", "H", "H", "H", "H", "H", "H", "H", "H", "H", "H", "H", "H", "H", "H", "P", "F", "F", "F", "F", "F", "F", "C", "C", "C", "O", "C", "H", "H", "H", "H", "H", "H", "H", "H", "C", "C", "C", "O", "C", "H", "H", "H", "H", "H", "H", "H", "H", "C", "C", "C", "O", "C", "O", "O", "H", "H", "H", "H", "H", "H", "C", "C", "C", "O", "C", "O", "O", "H", "H", "H", "H", "H", "H", "C", "C", "C", "O", "C", "O", "O", "H", "H", "H", "H", "H", "H", "C", "C", "C", "O", "C", "O", "O", "H", "H", "H", "H", "H", "H"],
  "xyz": [[-4.7477, -3.4979, -1.6289], [-3.4783, -2.6195, -1.3946], [-3.1348, -2.5456, 0.1051], [-2.1006, -3.5474, 0.6281], [-2.0829, -4.7732, -0.2637], [-1.7355, -4.3856, -1.7263], [-2.3384, -3.1299, -2.1104], [-2.4230, -3.0134, -3.4953], [-2.1954, -5.5665, -2.6044], [-0.2162, -4.2453, -1.8231], [-3.8710, -1.2169, -1.8702], [-5.6283, -3.0046, -1.1967], [-4.6750, -4.5004, -1.2000], [-4.8761, -3.6301, -2.7061], [-4.1048, -2.6818, 0.6071], [-2.7444, -1.5627, 0.3807], [-2.3870, -3.8272, 1.6542], [-1.1126, -3.0899, 0.7139], [-3.0629, -5.2554, -0.2293], [-1.3411, -5.4949, 0.0982], [-1.7337, -5.5094, -3.5913], [-3.2719, -5.5074, -2.7717], [-1.9702, -6.5476, -2.1647], [0.3160, -5.1313, -1.4447], [0.1349, -3.3839, -1.2498], [0.1111, -4.0781, -2.8515], [-3.1150, -0.4725, -1.6130], [-4.8263, -0.9033, -1.4371], [-3.9238, -1.2265, -2.9592], [-0.0958, 0.6979, -0.4699], [0.2244, 2.2265, 0.0044], [-1.2863, 0.6167, 0.6209], [-1.1011, 1.2281, -1.6073], [-0.3944, -0.7986, -0.9801], [1.1319, 0.7881, -1.5506], [0.9601, 0.1321, 0.6333], [-2.0289, 2.7152, 3.8140], [-0.5207, 2.9044, 3.6251], [0.0453, 2.6634, 5.0165], [-1.0150, 2.9559, 5.9396], [-2.1988, 3.2915, 5.2205], [-2.2465, 1.6479, 3.8590], [-2.5948, 3.2455, 3.0549], [-0.3445, 3.9270, 3.2767], [-0.0333, 2.2706, 2.8818], [0.8868, 3.3379, 5.1990], [0.3640, 1.6291, 5.1600], [-2.3211, 4.3818, 5.2137], [-3.0437, 2.8366, 5.7424], [-2.0677, -1.8045, 4.3726], [-1.4551, -1.4225, 5.7230], [0.0210, -1.6182, 5.3967], [0.1713, -1.1330, 4.0739], [-1.0858, -1.2115, 3.3710], [-3.1029, -1.4702, 4.2880], [-2.1016, -2.8967, 4.3019], [-1.8154, -2.0227, 6.5568], [-1.6210, -0.3581, 5.9146], [0.3132, -2.6762, 5.4389], [0.6741, -1.0453, 6.0585], [-1.0451, -1.8372, 2.4813], [-1.3929, -0.2141, 3.0548], [7.1539, 1.1560, -4.4079], [5.8890, 1.9228, -4.1601], [5.2752, 2.5636, -5.4081], [3.8879, 2.4039, -5.2229], [3.6891, 1.3292, -4.3858], [2.6675, 0.7588, -4.2554], [4.8544, 1.0124, -3.7629], [7.9112, 1.7811, -4.8881], [6.9738, 0.3189, -5.0869], [7.5489, 0.7230, -3.4899], [5.9894, 2.6650, -3.3648], [5.6369, 2.0978, -6.3319], [5.5736, 3.6120, -5.4806], [3.1323, 4.2191, 0.7104], [3.4530, 2.7586, 0.5163], [3.6893, 2.3170, -0.9250], [5.0624, 1.8823, -0.9096], [5.5590, 1.9024, 0.3347], [6.6680, 1.5950, 0.6377], [4.6159, 2.3264, 1.2231], [3.9208, 4.8807, 0.3335], [3.0510, 4.4609, 1.7742], [2.1707, 4.4402, 0.2507], [2.5650, 2.2116, 0.8486], [3.5425, 3.1475, -1.6182], [3.0601, 1.4788, -1.2075], [2.6056, -2.2258, 0.8535], [3.2981, -1.4823, 1.9485], [2.9778, -1.9524, 3.3803], [4.2228, -2.4846, 3.8725], [5.2048, -2.3086, 2.9682], [6.3448, -2.6220, 3.1410], [4.7319, -1.7521, 1.8459], [2.9454, -3.2546, 0.7025], [2.7950, -1.7458, -0.1109], [1.5183, -2.2555, 0.9209], [3.2095, -0.4042, 1.8497], [2.2424, -2.7479, 3.3808], [2.7318, -1.0916, 3.9916], [-5.9402, 4.1300, -2.6843], [-5.2977, 3.5198, -3.8971], [-4.1406, 4.3649, -4.4636], [-2.9877, 3.5690, -4.2656], [-3.3536, 2.2952, -3.9165], [-2.6522, 1.3592, -3.9243], [-4.6773, 2.2875, -3.5657], [-6.7984, 3.5674, -2.3195], [-6.3321, 5.1222, -2.9434], [-5.2127, 4.2698, -1.8850], [-6.0475, 3.3358, -4.6699], [-4.0029, 5.3173, -3.9480], [-4.2707, 4.5853, -5.5264]]
}


Entry 2:
{
  "formula": "C33H58N12O4PS3",
  "method": "ωB97M-V with the def2-TZVPD basis set",
  "e_tot_ev": -103018.9767,
  "charge": 1,
  "spin_multiplicity": 1,
  "gap_ev": 8.42,
  "homo_energy_ev": -10.643,
  "species": ["C", "C", "N", "C", "C", "C", "C", "C", "C", "N", "C", "C", "C", "C", "C", "C", "C", "S", "C", "N", "N", "C", "O", "C", "C", "P", "S", "N", "C", "C", "C", "C", "S", "O", "O", "O", "C", "C", "N", "N", "N", "H", "H", "H", "H", "H", "H", "H", "H", "H", "H", "H", "H", "H", "H", "H", "H", "H", "H", "H", "H", "H", "H", "H", "H", "H", "H", "H", "H", "H", "H", "H", "H", "H", "H", "H", "H", "H", "H", "H", "H", "H", "H", "H", "H", "H", "H", "C", "C", "N", "H", "H", "H", "C", "C", "N", "H", "H", "H", "C", "C", "N", "H", "H", "H", "C", "C", "N", "H", "H", "H"],
  "xyz": [[-2.7209, 1.9063, 2.5742], [-2.4906, 1.4940, 1.1373], [-2.8306, 2.2249, 0.1584], [-1.9454, 0.1016, 0.8347], [-0.4417, -0.3466, 0.9816], [-0.4595, -1.8258, 0.5435], [0.7415, -2.7404, 0.8426], [0.8981, -3.9085, -0.1485], [-0.4086, -4.5734, -0.5550], [-1.0449, -5.2114, 0.5866], [-2.4010, -5.2500, 0.7990], [-2.6454, -5.9648, 1.9446], [-1.3789, -6.3848, 2.4495], [-0.4172, -5.9022, 1.5919], [-0.0862, -0.1832, 2.4655], [-0.6474, -1.2647, 3.3984], [-0.9022, -0.7607, 4.8326], [0.4504, -1.1604, 5.9932], [0.0699, -2.8373, 6.2485], [0.3154, -3.5297, 7.3018], [-0.1323, -4.8208, 7.0184], [-0.6165, -4.7838, 5.8434], [-0.5214, -3.5591, 5.2668], [1.4520, -0.1406, 2.5099], [1.8464, 0.5655, 1.2052], [3.5552, 0.0523, 0.6968], [4.5517, 1.3598, -0.3325], [0.6671, 0.4608, 0.2169], [0.2422, 1.8928, -0.0165], [1.2622, 2.8601, -0.5846], [0.4628, 4.1464, -0.8906], [1.2198, 5.4491, -0.6672], [1.2770, 5.9478, 1.0455], [1.3342, 7.3676, 1.1044], [0.2716, 5.2114, 1.7646], [2.6975, 5.4227, 1.5398], [1.1849, -0.1486, -1.0680], [0.3590, -0.1684, -2.4106], [-1.0774, -0.1431, -2.2273], [0.6633, 0.8996, -3.3481], [0.8717, -1.3738, -3.0670], [-3.7147, 2.3481, 2.6586], [-1.9979, 2.6840, 2.8465], [-2.6226, 1.0845, 3.2817], [-3.2606, 3.0939, 0.4799], [-2.3474, -0.1889, -0.1307], [-2.4427, -0.5450, 1.5672], [-0.6356, -1.8405, -0.5317], [-1.3491, -2.2753, 0.9852], [1.6839, -2.1929, 0.8557], [0.6251, -3.1904, 1.8314], [1.4269, -3.5856, -1.0530], [1.5346, -4.6622, 0.3162], [-0.1998, -5.3161, -1.3316], [-1.1376, -3.8821, -0.9801], [-3.1042, -4.7794, 0.1265], [-3.6158, -6.1830, 2.3624], [-1.2088, -6.9935, 3.3253], [0.6535, -6.0286, 1.6187], [-0.3648, 0.7986, 2.8549], [-1.5755, -1.6916, 3.0163], [0.0826, -2.0670, 3.4770], [-0.9693, 0.3264, 4.8870], [-1.7990, -1.2158, 5.2474], [-1.0816, -5.5814, 5.2871], [1.9154, -1.1171, 2.6445], [1.7619, 0.4747, 3.3572], [2.0291, 1.6020, 1.4883], [4.1012, -0.1842, 1.9628], [3.4402, -1.2177, 0.1202], [-0.0653, 2.2720, 0.9612], [-0.6604, 1.8662, -0.6219], [2.0419, 3.0934, 0.1460], [1.7705, 2.5167, -1.4809], [-0.4686, 4.1556, -0.3237], [0.1724, 4.1179, -1.9410], [2.2341, 5.4333, -1.0656], [0.6702, 6.2572, -1.1561], [2.6302, 4.4723, 1.7092], [2.1147, 0.3706, -1.3101], [1.4848, -1.1669, -0.8403], [-1.4787, -1.0683, -2.2730], [-1.5063, 0.4281, -2.9437], [1.6653, 1.0429, -3.3978], [0.2086, 1.7781, -3.1247], [0.7417, -2.1885, -2.4749], [0.3054, -1.5224, -3.9003], [-0.1644, 5.4915, -6.0782], [-0.1855, 4.3600, -5.1623], [-0.2101, 3.4696, -4.4422], [0.8524, 5.8649, -6.1840], [-0.5298, 5.1842, -7.0563], [-0.8010, 6.2906, -5.7059], [1.2268, -8.9930, 3.4844], [1.9854, -8.4045, 2.3889], [2.5711, -7.9302, 1.5277], [1.7562, -9.8586, 3.8777], [1.1020, -8.2633, 4.2826], [0.2477, -9.3057, 3.1258], [0.3064, 9.8687, -4.6681], [-0.4169, 9.2179, -5.7536], [-0.9775, 8.7094, -6.6126], [-0.2948, 9.8574, -3.7610], [1.2461, 9.3514, -4.4838], [0.5202, 10.9014, -4.9365], [-1.4987, 1.0899, -6.9751], [-1.5843, -0.0255, -6.0451], [-1.6379, -0.9023, -5.3125], [-0.4666, 1.4303, -7.0348], [-1.8336, 0.7756, -7.9618], [-2.1267, 1.9074, -6.6261]]
}


- Which value of charge does entry 2 give?
  +1


- Which value of charge does entry 2 give?
  +1